[1]
17
Properties=species:S:1:pos:R:3:nbo_charge:R:1 method="wB97M-V/def2-TZVPD" gap_ev=10.4 homo_ev=-9.64 charge=0 smiles="C=C[P@](=O)(Cl)N(C)C" spin_multiplicity=1 fmax_ev_per_a=4.12 relative_energy_kj_mol=0.00
C -2.326 -1.636 -1.256 -0.260
C -1.484 -0.580 -1.571 -0.633
P -1.195 0.552 -0.202 2.025
O -2.148 0.180 0.879 -1.071
Cl -1.738 2.375 -1.010 -0.334
N 0.417 0.686 0.104 -0.816
C 0.745 1.240 1.474 -0.403
C 1.525 0.631 -0.857 -0.399
H -2.746 -2.240 -2.070 0.203
H -2.582 -1.767 -0.252 0.224
H -1.419 -0.269 -2.552 0.223
H -0.250 1.425 1.782 0.224
H 1.275 0.540 2.158 0.201
H 1.389 2.156 1.486 0.197
H 2.171 -0.225 -0.467 0.204
H 1.137 0.407 -1.973 0.215
H 2.105 1.523 -0.943 0.200

[2]
16
Properties=species:S:1:pos:R:3:nbo_charge:R:1 method="wB97M-V/def2-TZVPD" gap_ev=9.0 homo_ev=-8.73 charge=0 smiles="CC(=O)OO.C=C=C" spin_multiplicity=1 fmax_ev_per_a=1.68 relative_energy_kj_mol=654.16
C 1.354 1.048 -1.362 -0.713
C 0.018 0.522 -0.922 0.783
O -0.995 0.525 -1.577 -0.625
O -0.202 0.914 0.624 -0.353
O -1.361 1.735 0.788 -0.440
H 1.230 2.105 -1.610 0.249
H 1.669 0.511 -2.257 0.235
H 2.101 0.946 -0.580 0.232
H -1.931 1.408 0.060 0.468
C 0.417 -1.391 -0.178 -0.691
C -0.238 -1.101 0.981 0.340
C -0.943 -1.205 2.066 -0.485
H 1.491 -1.531 -0.138 0.239
H -0.111 -1.960 -0.934 0.259
H -1.122 -2.186 2.491 0.245
H -1.377 -0.340 2.549 0.257

[3]
29
Properties=species:S:1:pos:R:3:nbo_charge:R:1 method="wB97M-V/def2-TZVPD" gap_ev=8.8 homo_ev=-8.22 charge=0 smiles="CN(c1ccc(F)cc1)C(C)(C)C(=O)O" spin_multiplicity=1 fmax_ev_per_a=3.72 relative_energy_kj_mol=63.24
C -1.581 0.128 1.543 -0.401
N -0.389 -0.047 0.665 -0.494
C 0.023 1.062 -0.052 0.157
C 0.846 2.025 0.600 -0.211
C 1.292 3.176 -0.086 -0.273
C 0.793 3.437 -1.379 0.377
F 1.189 4.566 -2.066 -0.334
C -0.033 2.518 -2.011 -0.268
C -0.365 1.295 -1.402 -0.224
C 0.034 -1.437 0.223 0.054
C 1.163 -1.431 -0.801 -0.618
C 0.623 -2.078 1.482 -0.609
C -1.167 -2.359 -0.252 0.777
O -1.839 -1.920 -1.203 -0.613
O -1.383 -3.558 0.346 -0.670
H -1.735 1.182 1.769 0.219
H -1.475 -0.417 2.481 0.195
H -2.464 -0.193 1.007 0.188
H 1.164 1.817 1.611 0.222
H 1.965 3.887 0.383 0.229
H -0.278 2.679 -3.066 0.229
H -0.923 0.534 -1.947 0.240
H 1.476 -2.460 -1.066 0.225
H 0.847 -0.976 -1.758 0.233
H 2.041 -0.930 -0.369 0.229
H -0.121 -2.128 2.306 0.213
H 1.019 -3.059 1.260 0.213
H 1.465 -1.416 1.851 0.214
H -2.187 -3.896 -0.068 0.502